DFT (ωB97M-V/def2-TZVPD) results for a single C4H5N3 molecule.

The geometry in XYZ format:
```
12
Properties=species:S:1:pos:R:3:forces:R:3
N 0.789 1.141 -2.577 -0.1426 -0.1771 0.5009
C 0.395 0.826 -1.447 0.0885 -0.1913 -0.1566
C 0.036 0.348 -0.290 0.1599 0.0793 -0.1971
C 0.913 0.036 0.916 0.1987 0.1139 -0.0114
N 0.042 -0.741 1.804 -0.3971 0.0123 -0.1440
C -1.098 -0.812 1.240 0.0778 -0.0700 0.2148
N -1.223 -0.254 -0.022 -0.0852 0.0455 0.0784
H 1.115 0.260 -2.991 0.1558 0.2410 -0.4985
H 1.786 -0.559 0.619 -0.1386 0.0851 0.1008
H 1.285 0.928 1.435 -0.0782 -0.1366 -0.0492
H -1.954 -1.324 1.668 0.0835 0.0754 0.0273
H -2.085 0.151 -0.354 0.0775 -0.0775 0.1347
```
Positions in Å, forces in eV/Å.

The calculation puts the LUMO energy at 0.76 eV. For the relative energy (zero: lowest compared OMol25 entry of this formula, charge and spin), the calculation gives 58.1 kcal per mole. As for the energy: -8697.2939 eV. As for the SMILES: N=C=C1CN=CN1. As for the spin multiplicity: 1. As for the gap between HOMO and LUMO: 8.69 eV. As for the largest force on an atom: 0.575 eV/A.

Atom charges from the Löwdin analysis, given in e for atoms 1 to 4: 0.120 -0.129 -0.256 -0.156